1.
Formula: C37H43F6N2P3PdSeSi2
Source: OMol25
Level of theory: wB97M-V/def2-TZVPD

Values from the calculation:
Multiplicity: 4
Energy above the lowest of the compared OMol25 structures with the same formula, charge and spin, kcal per mole: 4.8
LUMO (alpha / beta), eV: 2.39 / 0.54
Charge: -1

Geometry (Å):
1 Pd 0.2269 1.3449 -0.2661
2 C -2.1637 4.0371 0.6842
3 Si -2.8448 2.3741 1.2621
4 C -2.9550 2.3422 3.1639
5 C -4.6217 2.1517 0.6565
6 N -1.7283 1.1771 0.7362
7 P -1.6216 -0.4089 0.7049
8 C -0.5949 -1.3235 -0.3427
9 P 0.7492 -0.9834 -1.3972
10 N 1.4264 0.3936 -1.8337
11 Si 2.6791 1.1648 -2.7142
12 C 2.2373 1.9583 -4.3653
13 C 4.0933 -0.0652 -3.0869
14 C 3.4518 2.5405 -1.6729
15 C 0.3517 -2.0007 -2.8614
16 C -0.7475 -2.8567 -2.8588
17 C -1.0557 -3.6033 -3.9862
18 C -0.2622 -3.5049 -5.1204
19 C 0.8271 -2.6471 -5.1330
20 C 1.1272 -1.8910 -4.0105
21 C 2.0378 -1.9374 -0.5065
22 C 2.4261 -1.4481 0.7406
23 C 3.4131 -2.0930 1.4664
24 C 4.0259 -3.2279 0.9489
25 C 3.6314 -3.7262 -0.2826
26 C 2.6351 -3.0869 -1.0084
27 C -1.0799 -1.0477 2.3363
28 C -0.3576 -0.1906 3.1586
29 C 0.0952 -0.6291 4.3943
30 C -0.1791 -1.9229 4.8118
31 C -0.8876 -2.7869 3.9857
32 C -1.3233 -2.3576 2.7420
33 C -3.3048 -1.0730 0.5206
34 C -3.8137 -1.1925 -0.7708
35 C -5.1457 -1.5253 -0.9613
36 C -5.9732 -1.7352 0.1330
37 C -5.4741 -1.5967 1.4207
38 C -4.1433 -1.2595 1.6163
39 H -2.9622 4.6775 0.3037
40 H -1.4596 3.8645 -0.1302
41 H -1.6423 4.5710 1.4811
42 H -3.5969 3.1545 3.5167
43 H -1.9736 2.4598 3.6283
44 H -3.3853 1.3989 3.5112
45 H -5.2579 2.9152 1.1122
46 H -5.0247 1.1743 0.9264
47 H -4.6713 2.2586 -0.4279
48 H 1.7465 1.2617 -5.0458
49 H 3.1475 2.3305 -4.8449
50 H 1.5564 2.7957 -4.2164
51 H 4.0617 -0.4006 -4.1267
52 H 4.0705 -0.9437 -2.4383
53 H 5.0528 0.4359 -2.9392
54 H 2.6962 3.2696 -1.3843
55 H 4.2236 3.0632 -2.2452
56 H 3.9180 2.1572 -0.7648
57 H -1.3560 -2.9210 -1.9675
58 H -1.9209 -4.2545 -3.9835
59 H -0.4980 -4.0917 -5.9998
60 H 1.4350 -2.5558 -6.0245
61 H 1.9630 -1.2022 -4.0165
62 H 1.9405 -0.5612 1.1359
63 H 3.7075 -1.7111 2.4351
64 H 4.8062 -3.7257 1.5117
65 H 4.1020 -4.6188 -0.6770
66 H 2.3211 -3.4798 -1.9679
67 H -0.1680 0.8202 2.8164
68 H 0.6628 0.0397 5.0295
69 H 0.1610 -2.2603 5.7834
70 H -1.0923 -3.7990 4.3129
71 H -1.8589 -3.0283 2.0815
72 H -3.1641 -0.9991 -1.6178
73 H -5.5481 -1.6017 -1.9635
74 H -7.0152 -1.9915 -0.0136
75 H -6.1291 -1.7304 2.2730
76 H -3.7552 -1.1319 2.6189
77 F -0.5298 2.8547 -2.2583
78 P -1.7937 2.2530 -3.1783
79 F -3.0227 1.6719 -4.0430
80 F -0.7558 1.7421 -4.2893
81 F -1.6667 0.8063 -2.4215
82 F -1.9053 3.6834 -3.8987
83 F -2.8199 2.7286 -2.0288
84 Se 1.2013 2.9463 1.2250
85 C 2.3609 2.1828 2.5524
86 C 2.0804 2.4300 3.8971
87 C 2.9335 1.9815 4.8909
88 C 4.0906 1.2895 4.5573
89 C 4.3775 1.0456 3.2220
90 C 3.5194 1.4837 2.2242
91 H 1.1838 2.9834 4.1501
92 H 2.7023 2.1757 5.9315
93 H 4.7645 0.9546 5.3358
94 H 5.2799 0.5074 2.9573
95 H 3.7496 1.2772 1.1882

***

2.
Formula: C37H43NO2PPd
Source: OMol25
Level of theory: wB97M-V/def2-TZVPD

Values from the calculation:
Multiplicity: 5
Energy above the lowest of the compared OMol25 structures with the same formula, charge and spin, kcal per mole: 0.0
LUMO (alpha / beta), eV: -2.21 / -4.27
Charge: +1

Geometry (Å):
1 O 0.1841 -0.1591 -7.0022
2 C 0.0166 1.1583 -7.6583
3 C -0.1341 0.5778 -9.0616
4 H 0.8679 1.8639 -7.5783
5 H -0.9068 1.6545 -7.3050
6 C 0.0324 -0.7871 -8.3246
7 H 0.6562 0.7971 -9.7856
8 H -1.1260 0.6631 -9.5070
9 C 1.2493 -1.5515 -8.8160
10 H 2.1716 -0.9548 -8.8023
11 H 1.0735 -1.8958 -9.8489
12 H 1.3667 -2.4479 -8.2044
13 C -1.2196 -1.6326 -8.4623
14 H -2.1306 -1.0920 -8.1853
15 H -1.1221 -2.5307 -7.8513
16 H -1.3165 -1.9570 -9.5143
17 Pd -0.4249 -0.5553 0.9649
18 C -2.6577 -0.8852 1.5041
19 C -2.3195 0.5086 1.5338
20 C -2.0587 0.9322 0.1786
21 H -2.3154 1.1444 2.4136
22 C -2.2964 -0.1808 -0.6698
23 C -2.5927 -1.3100 0.1435
24 H -2.7794 -2.3230 -0.2059
25 H -2.9394 -1.4907 2.3615
26 H -1.7990 1.9415 -0.1406
27 H -2.3030 -0.1588 -1.7545
28 C 1.0515 -2.2865 1.8223
29 C -0.0111 -2.7740 0.9929
30 C 0.2558 -2.3229 -0.3486
31 H -0.8496 -3.3960 1.2994
32 C 1.3875 -1.4606 -0.3124
33 C 1.8826 -1.4472 1.0283
34 H 2.7814 -0.9456 1.3714
35 H 1.2489 -2.5804 2.8461
36 H -0.2969 -2.6001 -1.2407
37 H 1.8423 -0.9563 -1.1640
38 O 0.9226 0.1897 -3.0228
39 C -0.2387 -0.5094 -3.6034
40 C -1.0854 0.5334 -4.3984
41 H -0.8452 -1.0370 -2.8223
42 H 0.1874 -1.2939 -4.2620
43 C -0.0894 1.7128 -4.4178
44 H -2.0005 0.8461 -3.8439
45 H -1.3361 0.1761 -5.4008
46 C 0.4801 1.5954 -2.9978
47 H -0.5352 2.6790 -4.6712
48 H 0.6807 1.4128 -5.1687
49 H -0.3290 1.7942 -2.2385
50 H 1.3375 2.2423 -2.7758
51 N 0.3159 0.7191 2.3082
52 P 0.4162 0.5144 3.8838
53 C -0.9658 -0.3678 4.5652
54 C -2.0893 0.3557 4.9918
55 C -3.1907 -0.3233 5.5100
56 C -3.1660 -1.7236 5.5887
57 C -2.0469 -2.4455 5.1482
58 C -0.9520 -1.7673 4.6048
59 C 1.9933 -0.1794 4.3210
60 C 2.1625 -1.1129 5.3568
61 C 3.4573 -1.5468 5.6691
62 C 4.5603 -1.0344 4.9731
63 C 4.3830 -0.0752 3.9625
64 C 3.0912 0.3362 3.6272
65 C 0.3937 2.1399 4.6427
66 C 0.5030 2.2975 6.0396
67 C 0.4730 3.5865 6.5866
68 C 0.3375 4.7005 5.7388
69 C 0.2262 4.5312 4.3503
70 C 0.2655 3.2418 3.8009
71 H -2.0543 1.4490 4.9636
72 H -4.0395 0.2610 5.8773
73 H -4.0221 -2.2396 6.0297
74 H -2.0140 -3.5323 5.2662
75 H -0.0802 -2.3371 4.2859
76 H 1.3170 -1.4814 5.9351
77 H 3.6158 -2.2781 6.4682
78 H 5.5768 -1.3470 5.2263
79 H 5.2278 0.3687 3.4325
80 H 2.9022 1.0651 2.8345
81 H 0.6058 1.4274 6.6905
82 H 0.5525 3.7310 7.6709
83 H 0.3246 5.7130 6.1563
84 H 0.1093 5.3880 3.6775
85 H 0.1927 3.0645 2.7235

***

3.
Formula: C37H43NOS3Tl
Source: OMol25
Level of theory: wB97M-V/def2-TZVPD

Values from the calculation:
LUMO (alpha / beta), eV: -5.91 / -5.90
Charge: +1

Geometry (Å):
1 Tl 0.4914 0.4050 0.6158
2 C 1.7891 -2.1816 -1.0161
3 C 1.1961 -1.3040 -1.8801
4 C 2.2428 -0.1540 -2.1051
5 C 3.3193 -0.4839 -1.3437
6 C 3.0901 -1.7237 -0.6706
7 C 3.9920 -2.3486 0.3223
8 C 3.9997 -3.8778 0.1944
9 C 3.3914 -1.9455 1.6938
10 C 5.4235 -1.8143 0.2051
11 C 2.2398 1.0537 -3.0075
12 C 2.0015 0.6491 -4.4759
13 C 3.6117 1.7483 -2.9709
14 C 1.2153 2.1109 -2.5500
15 C -0.1200 -1.6456 -2.5286
16 C 0.2077 -2.4567 -3.8046
17 C -0.9413 -2.5533 -1.5885
18 C -1.0283 -0.4599 -2.8746
19 H 1.3580 -3.0957 -0.6474
20 H 4.2272 0.0823 -1.2520
21 H 3.0085 -4.3013 0.3522
22 H 4.6719 -4.2998 0.9397
23 H 4.3530 -4.1750 -0.7933
24 H 2.4564 -2.4754 1.8655
25 H 3.2000 -0.8705 1.7461
26 H 4.0966 -2.2057 2.4819
27 H 5.8097 -1.9685 -0.8030
28 H 6.0708 -2.3447 0.9010
29 H 5.4725 -0.7525 0.4461
30 H 2.6901 -0.1469 -4.7631
31 H 2.1946 1.5092 -5.1150
32 H 0.9877 0.3144 -4.6701
33 H 4.4027 1.0842 -3.3194
34 H 3.8547 2.1012 -1.9689
35 H 3.5879 2.6158 -3.6282
36 H 0.2013 1.7304 -2.4939
37 H 1.2293 2.9432 -3.2541
38 H 1.4928 2.4907 -1.5663
39 H 0.7569 -3.3607 -3.5434
40 H 0.8119 -1.8838 -4.5058
41 H -0.7202 -2.7420 -4.2994
42 H -0.4996 -3.5416 -1.4778
43 H -1.9411 -2.6877 -1.9975
44 H -1.0336 -2.1075 -0.5949
45 H -0.6096 0.1888 -3.6358
46 H -1.2449 0.1292 -1.9804
47 H -1.9715 -0.8413 -3.2629
48 N -0.5487 2.7790 0.4552
49 C -1.2679 3.6689 0.3476
50 C -2.1743 4.7489 0.1932
51 C -2.1102 5.5570 -0.9441
52 C -3.0288 6.5775 -1.1010
53 C -4.0000 6.7963 -0.1326
54 C -4.0555 5.9955 1.0004
55 C -3.1484 4.9665 1.1703
56 H -1.3476 5.3755 -1.6890
57 H -2.9900 7.2013 -1.9829
58 H -4.7163 7.5955 -0.2637
59 H -4.8105 6.1719 1.7535
60 H -3.1810 4.3269 2.0413
61 O -0.3219 0.1576 2.8561
62 C -1.5413 -0.4635 2.9426
63 C -2.6224 0.2817 2.1714
64 C -2.7526 0.3208 0.8111
65 C -3.8249 1.1424 0.3780
66 C -4.4828 1.7155 1.4190
67 S -3.8065 1.2653 2.9320
68 C -1.4516 -1.9124 2.4336
69 C -0.3180 -2.6724 2.4432
70 C -0.5039 -3.9442 1.8388
71 C -1.7797 -4.1369 1.4121
72 S -2.7729 -2.7722 1.7325
73 C -1.8786 -0.6039 4.4274
74 C -2.9502 -1.1417 5.0802
75 C -2.8076 -1.0444 6.4874
76 C -1.6242 -0.4823 6.8578
77 S -0.6712 -0.0306 5.5072
78 H -2.1440 -0.2707 0.1382
79 H -4.0948 1.2843 -0.6583
80 H -5.3390 2.3689 1.3913
81 H 0.5962 -2.3158 2.8923
82 H 0.2795 -4.6812 1.7325
83 H -2.2029 -4.9980 0.9215
84 H -3.8163 -1.5528 4.5830
85 H -3.5619 -1.3712 7.1874
86 H -1.2639 -0.3100 7.8582